Density functional theory data (the ωB97M-V functional and the def2-TZVPD basis) for C3H3F2NO in the gas phase in a non-equilibrium geometry.

Calculated values
Relative energy (zero: lowest compared OMol25 entry of this formula, charge and spin)   37.1 kcal per mole
LUMO level   0.42 eV
Orbital gap   11.42 eV
Structure (SMILES)   N#C[C@@](O)(F)CF
DFT total energy   -12129.974 eV

Positions of all 10 atoms, in Å:
N  -2.61  0.27  -0.19
C  -1.53  0.24  0.18
C  -0.10  0.33  0.46
O  0.53  1.46  -0.08
F  0.25  0.09  1.77
C  0.81  -1.01  -0.46
F  0.04  -2.10  -0.67
H  -0.03  2.31  0.18
H  1.61  -1.26  0.20
H  1.04  -0.33  -1.38

***

Density functional theory data (the ωB97M-V functional and the def2-TZVPD basis) for 2 unconnected molecules or ions with the total composition C8H11N2O4 in a non-equilibrium geometry.

Calculated values
Relative energy (zero: lowest compared OMol25 entry of this formula, charge and spin)   34.8 kcal per mole
Total charge   -1
LUMO level (alpha / beta)   3.35 / 3.35 eV
Orbital gap (alpha / beta)   6.55 / 6.55 eV
DFT total energy   -19644.200 eV

Positions of all 25 atoms, in Å:
C  -1.38  0.30  -1.08
C  -2.03  1.04  -0.14
C  -0.18  0.99  -1.33
C  -1.28  2.22  -0.01
C  2.98  1.05  0.06
C  0.44  -1.78  -0.36
C  0.40  0.11  1.58
C  0.85  -0.43  0.27
N  -0.17  2.18  -0.70
N  2.02  -0.12  -0.27
O  3.59  1.43  -0.92
O  2.93  1.30  1.26
O  0.60  0.74  -2.42
O  -1.61  3.23  0.94
H  -1.71  -0.65  -1.45
H  -2.91  0.81  0.45
H  1.08  -2.63  0.02
H  0.43  -1.78  -1.39
H  -0.57  -2.27  -0.06
H  1.08  0.81  1.83
H  0.23  -0.60  2.27
H  -0.53  0.55  1.56
H  2.25  -0.73  -1.05
H  1.24  1.50  -2.34
H  -0.81  3.55  1.26